(1)
Computed, not measured: a cluster of 6 separate species, C47H43ClO2 in total, with wB97M-V/def2-TZVPD.

Properties
Kohn-Sham gap = 7.920 eV
SMILES = CC[C@H](Cl)c1cccc2c1C(=O)c1ccccc1C2=O.c1ccccc1.c1ccccc1.c1ccccc1.c1ccccc1.c1ccccc1
E_LUMO = -1.25 eV
E = -66054.7492 eV

```
! RIJCOSX wB97M-V def2-TZVPD def2/J DEFGRID3
* xyz 0 1
C 0.9501 5.1282 0.2256
C -0.1624 4.9813 1.2671
C -0.7890 3.5845 1.3367
Cl 0.5256 2.3691 1.5668
C -1.6368 3.2672 0.1207
C -1.1235 2.5093 -0.9238
C -1.8514 2.2707 -2.0821
C -3.1286 2.7808 -2.2126
C -3.6799 3.5147 -1.1717
C -2.9515 3.7667 0.0025
C -3.6136 4.5173 1.1082
O -3.0076 4.8937 2.0916
C -5.0718 4.8162 0.9841
C -5.7328 5.3622 2.0802
C -7.0879 5.6407 2.0000
C -7.7892 5.3979 0.8213
C -7.1331 4.8731 -0.2790
C -5.7764 4.5737 -0.1951
C -5.0748 4.0095 -1.3703
O -5.6128 3.9341 -2.4569
H 1.9171 4.8258 0.6169
H 0.7260 4.5561 -0.6735
H 1.0292 6.1762 -0.0639
H -0.9556 5.6911 1.0321
H 0.2101 5.2216 2.2616
H -1.3878 3.4828 2.2304
H -0.1342 2.0865 -0.8369
H -1.4179 1.6834 -2.8797
H -3.7156 2.6273 -3.1065
H -5.1913 5.5546 2.9942
H -7.6117 6.0512 2.8520
H -8.8458 5.6157 0.7540
H -7.6488 4.6859 -1.2096
C 0.4665 -1.9384 3.5219
C 1.3887 -0.9828 3.1210
C 2.7408 -1.2959 3.0819
C 3.1690 -2.5665 3.4419
C 2.2456 -3.5231 3.8436
C 0.8939 -3.2092 3.8822
H -0.5885 -1.6967 3.5411
H 1.0481 -0.0015 2.8193
H 3.4613 -0.5513 2.7682
H 4.2232 -2.8112 3.4083
H 2.5798 -4.5145 4.1220
H 0.1723 -3.9559 4.1889
C 4.9605 -0.5337 0.2040
C 5.8814 0.4205 -0.2062
C 7.2331 0.1075 -0.2508
C 7.6631 -1.1613 0.1120
C 6.7415 -2.1163 0.5193
C 5.3904 -1.8024 0.5685
H 3.9062 -0.2895 0.2399
H 5.5454 1.4092 -0.4913
H 7.9514 0.8526 -0.5675
H 8.7176 -1.4055 0.0770
H 7.0769 -3.1071 0.8007
H 4.6716 -2.5450 0.8896
C -8.8279 1.1654 -6.0540
C -8.3093 1.9488 -5.0321
C -7.0434 1.6867 -4.5257
C -6.2982 0.6369 -5.0462
C -6.8149 -0.1474 -6.0685
C -8.0808 0.1166 -6.5723
H -9.8148 1.3723 -6.4478
H -8.8910 2.7689 -4.6309
H -6.6391 2.2992 -3.7311
H -5.3106 0.4287 -4.6534
H -6.2312 -0.9644 -6.4732
H -8.4853 -0.4951 -7.3685
C 10.0685 -6.1460 0.1553
C 9.5331 -4.9627 0.6444
C 9.3732 -4.7842 2.0116
C 9.7502 -5.7898 2.8909
C 10.2860 -6.9731 2.4022
C 10.4448 -7.1515 1.0348
H 10.1920 -6.2845 -0.9110
H 9.2413 -4.1771 -0.0417
H 8.9553 -3.8606 2.3928
H 9.6271 -5.6507 3.9572
H 10.5809 -7.7570 3.0878
H 10.8612 -8.0752 0.6543
C -2.4312 -2.6030 -1.0693
C -3.1156 -3.7861 -0.8271
C -2.5950 -4.7197 0.0585
C -1.3908 -4.4695 0.7025
C -0.7049 -3.2880 0.4592
C -1.2254 -2.3553 -0.4277
H -2.8389 -1.8738 -1.7581
H -4.0561 -3.9796 -1.3268
H -3.1286 -5.6425 0.2469
H -0.9859 -5.1954 1.3965
H 0.2309 -3.0910 0.9642
H -0.6913 -1.4317 -0.6137
*
```

---

(2)
Computed, not measured: an isolated molecule of C2H6IO2P, with wB97M-V/def2-TZVPD.

Properties
Kohn-Sham gap = 9.969 eV
Energy above the lowest of the compared OMol25 structures with the same formula, charge and spin = 0.6510 eV
SMILES = CCO[P@@H](=O)I
E_LUMO = 0.08 eV
E = -23656.3229 eV

```
! RIJCOSX wB97M-V def2-TZVPD def2/J DEFGRID3
* xyz 0 1
C -1.0211 1.3366 0.0708
C -0.3273 0.3408 -0.8664
O 0.9530 -0.0260 -0.2726
O 2.5827 -1.2887 1.0353
P 1.2602 -1.3548 0.4836
I -0.1307 -1.7245 2.3898
H -1.8991 1.5185 -0.5087
H -1.1430 0.9466 1.0979
H -0.4102 2.2524 0.1259
H 0.0921 0.7804 -1.8971
H -1.1161 -0.4102 -1.1290
H 1.1596 -2.3710 -0.5295
*
```

---

(3)
Computed, not measured: a structure of composition C3H2Br2O, with wB97M-V/def2-TZVPD.

Properties
Kohn-Sham gap (alpha / beta) = 7.532 / 6.177 eV
⟨S²⟩ = 2.010
Energy above the lowest of the compared OMol25 structures with the same formula, charge and spin = 4.6445 eV
E_LUMO (alpha / beta) = 0.57 / -3.75 eV
E = -145267.0918 eV

```
! RIJCOSX wB97M-V def2-TZVPD def2/J DEFGRID3
* xyz 0 3
C 0.7453 1.2337 1.9055
C 0.2094 1.0211 0.8631
C -0.1400 -0.5430 -1.0303
O -0.9394 -1.4044 -0.3921
Br -0.7651 0.4098 -2.5552
Br 1.6871 -1.0611 -1.3132
H 1.1908 1.5473 2.9261
H -1.9880 -1.2034 -0.4039
*
```

---

(4)
Computed, not measured: an isolated molecule of C23H25N7O2S2, with wB97M-V/def2-TZVPD.

Properties
Kohn-Sham gap = 9.050 eV
Energy above the lowest of the compared OMol25 structures with the same formula, charge and spin = 0.0000 eV
SMILES = CC(C)(C)NC(=O)[C@@H](c1ccncc1)N(Cc1cccs1)C(=O)Cn1nnc(-c2cccs2)n1
E_LUMO = 0.36 eV
E = -60452.8905 eV

```
! RIJCOSX wB97M-V def2-TZVPD def2/J DEFGRID3
* xyz 0 1
C -5.9780 0.8471 -1.9679
H -5.4815 1.8015 -2.1335
H -7.0376 1.0350 -1.8197
H -5.8614 0.2308 -2.8571
C -5.3985 0.1412 -0.7435
N -3.9702 -0.0686 -1.0036
C -3.1044 -0.6508 -0.1546
O -3.4076 -1.1096 0.9262
C -1.6825 -0.7065 -0.7364
N -0.7837 -1.5696 0.0261
C -0.2931 -2.6405 -0.6321
O -0.6276 -2.9327 -1.7637
C 0.8035 -3.4605 0.0671
N 1.9271 -2.6076 0.3032
N 2.5267 -2.4766 1.4605
N 3.4325 -1.5786 1.3222
C 3.3672 -1.1552 0.0407
N 2.4103 -1.8062 -0.6201
C 4.1774 -0.1228 -0.5228
C 4.2057 0.2873 -1.8297
C 5.0998 1.3520 -2.0380
C 5.7294 1.7348 -0.8936
S 5.2519 0.8046 0.4663
H 6.4529 2.5157 -0.7675
H 5.2675 1.8141 -2.9942
H 3.6092 -0.1738 -2.5956
H 0.4874 -3.8955 1.0157
H 1.0839 -4.2574 -0.6289
C -0.6222 -1.3082 1.4572
C -0.3871 0.1338 1.7681
C 0.7546 0.8630 1.6275
C 0.6103 2.2047 2.0389
C -0.6367 2.4728 2.5015
S -1.6602 1.0955 2.4416
H -1.0206 3.3988 2.8805
H 1.4020 2.9297 1.9897
H 1.6761 0.4669 1.2420
H -1.5409 -1.6273 1.9613
H 0.2132 -1.8875 1.8488
C -1.0267 0.6412 -0.9723
C -1.6306 1.8608 -0.6938
C -0.9154 3.0252 -0.9327
N 0.3106 3.0467 -1.4205
C 0.8803 1.8866 -1.7010
C 0.2606 0.6646 -1.5055
H 0.7741 -0.2540 -1.7453
H 1.8847 1.9418 -2.0996
H -1.3498 3.9923 -0.7156
H -2.6219 1.9141 -0.2732
H -1.7690 -1.2073 -1.7140
H -3.6263 0.2513 -1.8952
C -6.0790 -1.2138 -0.5380
H -7.1431 -1.0760 -0.3692
H -5.6480 -1.7148 0.3236
H -5.9407 -1.8434 -1.4141
C -5.5633 1.0150 0.5026
H -6.6178 1.1539 0.7228
H -5.1097 1.9920 0.3480
H -5.0872 0.5382 1.3545
*
```

---

(5)
Computed, not measured: a cluster of 2 separate species, C3H11N3 in total, with wB97M-V/def2-TZVPD.

Properties
Kohn-Sham gap = 9.869 eV
Energy above the lowest of the compared OMol25 structures with the same formula, charge and spin = 0.1074 eV
SMILES = N=C(N)N.CC
E_LUMO = 0.77 eV
E = -7759.9765 eV

```
! RIJCOSX wB97M-V def2-TZVPD def2/J DEFGRID3
* xyz 0 1
C 2.0750 0.4220 0.6897
C 3.3686 -0.1209 0.0906
H 1.4464 -0.3888 1.0569
H 1.4928 0.9573 -0.0488
H 2.2994 1.0892 1.5184
H 3.1826 -0.6746 -0.8266
H 4.0774 0.6918 -0.0839
H 3.8604 -0.7860 0.8036
N -1.0963 -1.3216 -0.0644
C -1.5360 -0.0071 -0.1323
N -1.9976 0.3565 -1.3868
N -1.4353 0.8564 0.7951
H -0.9294 -1.6379 0.8772
H -1.5958 -1.9909 -0.6309
H -2.5024 -0.3508 -1.8952
H -2.4765 1.2426 -1.3943
H -1.1081 0.4121 1.6490
*
```

---

(6)
Computed, not measured: a structure of composition C34H78AlBrN3O9, with wB97M-V/def2-TZVPD.

Properties
Kohn-Sham gap = 7.083 eV
E_LUMO = 2.03 eV
E = -136060.6448 eV

```
! RIJCOSX wB97M-V def2-TZVPD def2/J DEFGRID3
* xyz -1 1
C 6.4193 -0.5521 -1.7940
C 6.6362 0.8984 -1.3742
C 5.8988 1.9030 -2.2592
C 4.3756 1.7479 -2.3378
C 3.6457 1.7476 -0.9916
C 3.2740 3.1355 -0.4529
C 2.6071 4.1008 -1.4437
C 1.4841 3.4704 -2.2883
C 0.0631 4.0156 -2.0369
C -0.9092 2.8428 -1.8558
C -0.7230 2.1633 -0.4875
Al -0.9292 0.1831 -0.3939
O 0.4877 -0.4948 -1.2033
C -0.9616 -0.4300 1.5594
C 0.1939 -0.1189 2.4529
O 0.2903 -0.3660 3.6383
O 1.2267 0.5256 1.8261
C -2.7172 -0.5760 -1.0410
C -3.1915 -0.5986 -2.4790
C -3.6772 0.7562 -2.9921
Br -1.8197 -1.2922 -3.7337
H 6.8711 -1.2353 -1.0717
H 5.3634 -0.8129 -1.8708
H 6.9001 -0.7478 -2.7557
H 7.7035 1.1220 -1.4493
H 6.3686 1.0299 -0.3233
H 6.2897 1.7840 -3.2782
H 6.1656 2.9205 -1.9534
H 3.9833 2.5395 -2.9803
H 4.1490 0.8131 -2.8564
H 4.2646 1.2541 -0.2387
H 2.7423 1.1387 -1.0649
H 4.1577 3.6257 -0.0276
H 2.5878 2.9811 0.3866
H 3.3694 4.5372 -2.0968
H 2.2037 4.9404 -0.8710
H 1.7252 3.5808 -3.3487
H 1.4487 2.3971 -2.0983
H 0.0541 4.6078 -1.1157
H -0.2546 4.6819 -2.8464
H -1.9420 3.1855 -1.9695
H -0.6974 2.1201 -2.6545
H -1.3123 2.6956 0.2716
H 0.3256 2.2980 -0.1830
H 0.3920 -1.4069 -1.4787
H -1.0354 -1.5252 1.5134
H -1.8665 -0.0741 2.0637
H 1.7055 1.0089 2.5120
H -3.4649 0.0198 -0.4972
H -2.7847 -1.5954 -0.6355
H -3.9912 -1.3257 -2.6158
H -4.4915 0.6255 -3.7078
H -4.0499 1.3524 -2.1583
H -2.8890 1.3063 -3.5024
C 13.2031 5.1676 -3.3842
O 13.6394 3.8259 -3.3878
C 14.4310 3.4503 -2.2689
C 13.6910 2.4892 -1.3645
N 12.5886 3.1487 -0.6852
C 11.7042 2.2626 0.0618
C 10.9342 1.1973 -0.7098
O 9.9448 1.7124 -1.5766
C 10.3818 2.1087 -2.8595
H 12.7553 5.3608 -4.3573
H 12.4552 5.3656 -2.6084
H 14.0398 5.8589 -3.2375
H 14.7426 4.3373 -1.7077
H 15.3281 2.9557 -2.6515
H 14.3913 2.1101 -0.6125
H 13.3743 1.6338 -1.9782
H 12.0431 3.6642 -1.3638
H 10.9716 2.8867 0.5784
H 12.2959 1.7611 0.8359
H 10.3974 0.5892 0.0228
H 11.6005 0.5202 -1.2599
H 11.2137 1.4895 -3.2098
H 10.6901 3.1585 -2.8919
H 9.5387 1.9850 -3.5393
C -5.9398 -3.3936 4.3227
O -5.0932 -2.7661 3.3867
C -3.6975 -2.9157 3.6368
C -3.0522 -3.7959 2.5919
N -3.4978 -5.1783 2.7067
C -3.0911 -6.0389 1.6044
C -3.5765 -5.6943 0.1997
O -4.9751 -5.8398 0.0154
C -5.7519 -4.7154 0.3789
H -6.9532 -3.0612 4.1026
H -5.8998 -4.4885 4.2588
H -5.6912 -3.1000 5.3487
H -3.5343 -3.3216 4.6405
H -3.2378 -1.9264 3.5878
H -1.9670 -3.7558 2.7252
H -3.2765 -3.3531 1.6119
H -4.5074 -5.1892 2.7773
H -3.4344 -7.0517 1.8328
H -1.9962 -6.0718 1.5796
H -3.1088 -6.4019 -0.4896
H -3.2623 -4.6910 -0.1110
H -5.2154 -3.7799 0.1946
H -6.0557 -4.7351 1.4300
H -6.6523 -4.7301 -0.2365
C -11.1308 -2.1316 -0.4468
O -11.4675 -0.9557 0.2573
C -12.6803 -1.0191 0.9924
C -12.4207 -1.0138 2.4833
N -11.7994 -2.2555 2.9130
C -11.3311 -2.2666 4.2924
C -10.2347 -1.2831 4.6883
O -8.9823 -1.5446 4.0912
C -8.7840 -1.0150 2.7928
H -10.2812 -1.8910 -1.0827
H -10.8483 -2.9549 0.2191
H -11.9599 -2.4699 -1.0773
H -13.2550 -1.9068 0.7082
H -13.2689 -0.1343 0.7342
H -13.3770 -0.9003 3.0052
H -11.8156 -0.1242 2.7088
H -11.0227 -2.4659 2.2996
H -10.9602 -3.2721 4.5061
H -12.1929 -2.1002 4.9488
H -10.0795 -1.3866 5.7655
H -10.5280 -0.2410 4.5070
H -9.3192 -0.0699 2.6612
H -9.0992 -1.7080 2.0070
H -7.7152 -0.8382 2.6758
*
```

---

(7)
Computed, not measured: a structure of composition C40H59N3NdP2S, with wB97M-V/def2-TZVPD.

Properties
Kohn-Sham gap (alpha / beta) = 6.656 / 6.789 eV
⟨S²⟩ = 3.758
E_LUMO (alpha / beta) = -2.60 / -2.48 eV
E = -91593.0949 eV

```
! RIJCOSX wB97M-V def2-TZVPD def2/J DEFGRID3
* xyz 1 4
Nd -1.2603 0.5166 0.5447
C -3.7339 0.5938 1.9445
C -2.7064 0.5492 2.9426
C -2.1309 -0.7770 2.8420
C -2.7633 -1.4696 1.7662
C -3.7738 -0.6304 1.1871
C -4.7895 -0.9284 0.1416
C -2.5178 -2.8983 1.3930
C -1.0082 -1.3324 3.6799
C -2.5191 1.5312 4.0507
C -4.7828 1.6983 1.8688
H -5.1634 -0.0053 -0.3737
H -5.6447 -1.5180 0.5594
H -4.4079 -1.6666 -0.5896
H -1.4161 -3.0800 1.4842
H -2.7546 -3.0511 0.3345
H -3.0455 -3.6173 2.0707
H -0.9042 -2.4138 3.4728
H -1.2092 -1.1898 4.7648
H -0.0151 -0.8787 3.4942
H -1.9079 1.1183 4.8689
H -3.5006 1.8517 4.4055
H -2.0095 2.4420 3.6869
H -5.2384 1.6602 0.8448
H -4.3418 2.6914 2.0116
H -5.6039 1.5694 2.5887
C -0.1656 -3.3827 -1.4865
C -0.8758 -2.6759 -2.6353
C -2.2918 -3.1909 -2.7727
P -0.7028 -0.8338 -2.3430
C -1.1631 -0.2089 -4.0389
C -0.4168 1.0852 -4.4134
C -1.1043 -1.1432 -5.3112
C 1.1025 -0.6641 -2.2309
C 1.8802 -1.1290 -3.2740
C 3.2925 -0.9731 -3.2808
C 4.0949 -1.4887 -4.4539
C 3.9163 -0.2872 -2.2185
C 3.1461 0.1397 -1.1429
C 1.7300 -0.0114 -1.1222
N 0.9460 0.5459 -0.1617
C 1.4731 1.0518 1.0207
C 2.4023 0.3260 1.7722
C 3.0303 0.8799 2.8642
C 2.6807 2.1712 3.2555
C 3.4825 2.7901 4.3667
C 1.6236 2.8453 2.6223
C 0.9964 2.3035 1.4809
P -0.2816 3.3186 0.5543
C 0.5219 4.0654 -0.9450
C -0.4066 5.0374 -1.6531
C 1.9186 4.6144 -0.6644
C -0.7778 4.7194 1.6972
C 0.1839 5.8815 1.8619
C -2.1804 5.2190 1.3247
H -0.2704 -4.4817 -1.6061
H -0.5530 -3.1617 -0.4771
H 0.9302 -3.1560 -1.4718
H -0.3288 -2.9534 -3.5696
H -2.7359 -3.3761 -1.7674
H -2.3523 -4.1433 -3.3521
H -2.9506 -2.4624 -3.2906
H -2.2010 0.0599 -3.8482
H 0.5184 0.8676 -4.8848
H -0.3140 1.7425 -3.5343
H -1.0633 1.6587 -5.1198
H -0.0836 -1.4405 -5.6031
H -1.4919 -0.5835 -6.1468
H -1.7215 -2.0482 -5.1729
H 1.4199 -1.6044 -4.1160
H 4.0032 -0.8646 -5.3749
H 3.7158 -2.5098 -4.6908
H 5.1604 -1.5790 -4.1972
H 4.9864 -0.1252 -2.1603
H 3.6480 0.5682 -0.2444
H 2.6450 -0.6893 1.4778
H 3.7284 0.3212 3.4928
H 3.8961 2.0198 5.0414
H 2.9645 3.5313 4.9594
H 4.4213 3.2796 3.9595
H 1.3089 3.8480 3.0058
H 0.6323 3.1685 -1.5780
H -0.4296 5.9938 -1.0857
H -1.4160 4.6362 -1.7624
H -0.0018 5.3256 -2.6651
H 1.9763 5.6569 -0.3335
H 2.5305 4.4990 -1.6154
H 2.3810 3.9454 0.0930
H -0.8663 4.2397 2.6820
H 0.1529 6.5599 0.9853
H 1.2392 5.5177 1.9542
H -0.1120 6.4946 2.7498
H -2.2204 5.8433 0.4193
H -2.6301 5.8221 2.1700
H -2.8753 4.3715 1.1935
S 1.5738 -4.1315 1.9059
C 1.9140 -5.6302 1.1772
N 2.6066 -6.4465 2.0307
C 2.9232 -7.7201 1.6531
C 2.4644 -8.2198 0.4443
C 1.9107 -7.2541 -0.4210
N 1.6066 -6.0196 -0.0491
H 2.8347 -6.1180 2.9554
H 3.4520 -8.3166 2.4042
H 2.5145 -9.2843 0.1942
H 1.6527 -7.4219 -1.4675
*
```